This record from OMol25 describes a molecular structure, C24H38AgO18S2 at a distorted geometry. The level of theory is ωB97M-V with the def2-TZVPD basis set.

As for the net charge: +1. The HOMO-LUMO gap is 10.5 eV.

```
83
C24H38AgO18S2 (ωB97M-V with the def2-TZVPD basis set)
Ag -29.7159 -1.9185 -11.3919
O -27.7140 -1.0444 -12.4426
C -26.7429 -0.3819 -12.6712
O -25.8842 0.0276 -11.7100
C -24.9132 0.9397 -12.2324
C -25.5159 1.4155 -13.5672
C -26.2513 0.1680 -13.9917
H -23.9086 0.5211 -12.3141
H -24.8192 1.7746 -11.5403
H -24.7387 1.7763 -14.2407
H -26.1497 2.2848 -13.3915
H -25.5682 -0.5348 -14.4720
H -27.0924 0.3647 -14.6552
O -31.0360 -0.5535 -13.0843
C -31.6850 -0.3408 -14.0839
O -31.1391 -0.3412 -15.2843
C -32.0642 0.0871 -16.3038
C -33.1170 0.8383 -15.5178
C -33.0766 0.2773 -14.0903
H -32.4124 -0.8374 -16.7704
H -31.6181 0.6891 -17.0922
H -34.0764 0.6257 -16.0084
H -33.1126 1.9233 -15.6140
H -33.7140 -0.6047 -13.9875
H -33.1417 1.0357 -13.3222
O -28.4015 -4.0482 -11.9217
C -27.2881 -4.4408 -11.6938
O -26.4584 -3.8604 -10.8576
C -25.2546 -4.6098 -10.5906
C -25.2893 -5.7280 -11.6169
C -26.6956 -5.7422 -12.2414
H -25.2890 -5.0113 -9.5820
H -24.4198 -3.9467 -10.7861
H -24.9421 -6.7174 -11.3128
H -24.6007 -5.5941 -12.4576
H -27.3532 -6.5523 -11.9252
H -26.7685 -5.7022 -13.3262
O -30.0893 -3.3159 -9.4856
C -29.8884 -4.2574 -8.7792
O -30.7976 -5.2203 -8.6136
C -30.3433 -6.2558 -7.7180
C -28.8138 -6.0981 -7.7334
C -28.6104 -4.6130 -8.0522
H -30.6714 -7.2123 -8.1079
H -30.7099 -6.1015 -6.7037
H -28.4635 -6.6694 -8.5984
H -28.3302 -6.5090 -6.8519
H -27.7040 -4.3833 -8.6038
H -28.5837 -4.0880 -7.0926
O -31.9138 -1.2197 -10.3443
C -32.9943 -1.6030 -9.9702
O -33.8291 -0.8774 -9.2306
C -35.0283 -1.6087 -8.9031
C -34.9011 -2.9807 -9.5777
C -33.5648 -2.9403 -10.3385
H -35.9074 -1.1282 -9.3330
H -35.0088 -1.6292 -7.8179
H -35.7355 -3.3947 -10.1364
H -34.8166 -3.6923 -8.7476
H -33.7770 -2.7481 -11.3939
H -32.8150 -3.6825 -10.0839
C -29.6378 1.7313 -9.9584
C -29.5499 1.8333 -11.4849
O -28.4850 2.7267 -11.8120
S -27.8714 3.4174 -10.5086
O -28.4992 4.6705 -10.2284
O -26.4275 3.4319 -10.6018
O -28.3403 2.2275 -9.5301
H -29.6275 0.7029 -9.6089
H -30.3934 2.3395 -9.4687
H -30.5093 2.2019 -11.8493
H -29.3477 0.8811 -11.9624
C -26.3690 -0.1044 -6.3955
C -25.6596 0.8809 -7.3733
O -26.0858 0.4971 -8.7072
S -26.7170 -0.9983 -8.7420
O -25.6580 -1.9625 -8.7945
O -27.7656 -1.0475 -9.7085
O -27.2808 -0.8392 -7.2029
H -27.0280 0.4231 -5.7120
H -25.6716 -0.8093 -5.9479
H -24.6095 0.6150 -7.5196
H -25.7196 1.9287 -7.0997
```

In elementary charge units, the Mulliken charges are:
1 Ag 2.29
2 O -0.59
3 C 0.11
4 O -0.12
5 C -0.60
6 C -0.44
7 C -0.60
8 H 0.36
9 H 0.27
10 H 0.41
11 H 0.16
12 H 0.30
13 H 0.32
14 O -0.45
15 C 0.36
16 O -0.37
17 C -0.47
18 C -0.61
19 C -0.16
20 H 0.28
21 H 0.33
22 H 0.30
23 H 0.32
24 H 0.24
25 H 0.27
26 O -0.70
27 C 0.03
28 O 0.02
29 C -0.33
30 C -0.84
31 C -0.47
32 H 0.26
33 H 0.29
34 H 0.40
35 H 0.32
36 H 0.29
37 H 0.36
38 O -0.59
39 C 0.27
40 O -0.40
41 C -0.54
42 C -0.68
43 C 0.20
44 H 0.38
45 H 0.27
46 H 0.21
47 H 0.43
48 H -0.31
49 H 0.29
50 O -0.47
51 C 0.28
52 O -0.38
53 C -0.41
54 C -0.70
55 C 0.11
56 H 0.25
57 H 0.33
58 H 0.40
59 H 0.24
60 H 0.15
61 H 0.11
62 C -0.14
63 C 0.55
64 O -0.33
65 S 1.10
66 O -0.58
67 O -0.55
68 O -0.25
69 H -0.07
70 H 0.40
71 H 0.24
72 H -0.31
73 C -0.36
74 C -0.53
75 O -0.17
76 S 0.86
77 O -0.69
78 O 0.04
79 O -0.41
80 H 0.33
81 H 0.27
82 H 0.32
83 H 0.30

=====

This record from OMol25 describes a molecular structure, C24H38As3CoO5S4Te at a distorted geometry. The level of theory is ωB97M-V with the def2-TZVPD basis set.

As for the net charge: -1. The energy above the lowest of the compared OMol25 structures with the same formula, charge and spin comes out at 0.0 kJ/mol. The spin multiplicity is 2. The HOMO-LUMO gap (alpha / beta) is 5.5 / 5.6 eV.

```
76
C24H38As3CoO5S4Te (ωB97M-V with the def2-TZVPD basis set)
Co -1.2045 -0.1706 -0.8833
C -2.3386 -0.7930 2.9695
As -0.9955 -0.2115 1.6397
C -0.7582 1.5723 2.4099
C 0.5277 -1.1865 2.5068
C 1.9716 -1.0057 2.0249
C 2.4314 0.4262 2.3147
C 2.1675 -1.2972 0.5364
As 1.3025 -0.1439 -0.8541
C 2.0567 -1.1432 -2.3673
C 2.5820 1.3564 -0.9804
C 2.8769 -1.9392 2.8537
As 2.9863 -3.9401 2.7606
C 1.2588 -4.6609 2.1115
C 3.9809 -4.1889 1.0673
H -2.0239 -0.5409 3.9856
H -2.5206 -1.8656 2.8979
H -3.2739 -0.2762 2.7467
H -0.3259 1.5225 3.4116
H -1.7401 2.0429 2.4621
H -0.1418 2.1898 1.7614
H 0.2635 -2.2453 2.4198
H 0.4897 -0.9264 3.5735
H 1.8024 1.1210 1.7603
H 3.4685 0.5660 2.0059
H 2.3583 0.6511 3.3796
H 1.7723 -2.2946 0.3179
H 3.2444 -1.2911 0.3218
H 3.1333 -1.2980 -2.2576
H 1.8606 -0.5818 -3.2817
H 1.5567 -2.1081 -2.4639
H 3.6164 1.0060 -0.9438
H 2.4230 2.0921 -0.1939
H 2.4033 1.8477 -1.9386
H 2.6780 -1.7316 3.9130
H 3.9202 -1.6406 2.6877
H 0.5061 -4.6221 2.8991
H 1.4315 -5.7137 1.8761
H 0.8690 -4.1725 1.2191
H 4.9221 -3.6389 1.0949
H 3.4088 -3.8722 0.1992
H 4.2172 -5.2484 0.9549
O -6.1013 -0.3224 -5.5696
C -5.2068 -0.4095 -4.7722
S -5.4266 -0.9129 -3.0927
C -3.7480 -0.7594 -2.5867
C -2.8606 -0.3478 -3.5338
S -1.1946 -0.1201 -3.2892
S -3.5198 -0.0730 -5.1456
S -3.3313 -1.1451 -0.9727
O -2.9962 2.3238 -1.8368
C -1.9870 2.6632 -1.2358
O -1.1509 1.8896 -0.6698
C -1.6604 4.1432 -1.1038
C -2.6153 5.0851 -1.4570
C -2.3709 6.4489 -1.3371
C -1.1360 6.8164 -0.8592
O -0.6320 8.0864 -0.6536
C 0.6678 7.9023 -0.1465
O 0.9595 6.5277 -0.0577
C -0.1746 5.8748 -0.5032
C -0.4126 4.5298 -0.6138
H -3.5600 4.7240 -1.8346
H -3.1072 7.1914 -1.6033
H 0.7458 8.3570 0.8567
H 1.4042 8.3905 -0.8083
H 0.3183 3.7871 -0.3474
C -2.5961 -4.4608 -0.6083
Te -0.9968 -3.1869 -1.3356
C 0.3619 -4.9452 -1.5447
H -2.8448 -5.1946 -1.3673
H -3.4495 -3.8181 -0.4292
H -2.3141 -4.9693 0.3092
H 0.1282 -5.7056 -0.8090
H 1.3959 -4.6436 -1.4225
H 0.2489 -5.3720 -2.5338
```

In elementary charge units, the Mulliken charges are:
1 Co 0.18
2 C -1.29
3 As 0.97
4 C -1.14
5 C -1.54
6 C 2.85
7 C -1.76
8 C -0.65
9 As 0.82
10 C -1.17
11 C -1.46
12 C -2.16
13 As 0.33
14 C -0.81
15 C -1.01
16 H 0.41
17 H 0.36
18 H 0.41
19 H 0.42
20 H 0.49
21 H 0.02
22 H 0.05
23 H 0.60
24 H -0.17
25 H 0.46
26 H 0.47
27 H -0.82
28 H 0.78
29 H 0.40
30 H 0.43
31 H 0.26
32 H 0.38
33 H 0.34
34 H 0.45
35 H 0.47
36 H 0.53
37 H 0.40
38 H 0.43
39 H -0.10
40 H 0.36
41 H 0.13
42 H 0.41
43 O -0.63
44 C 0.61
45 S -0.23
46 C 0.06
47 C 0.17
48 S -0.59
49 S -0.21
50 S -0.60
51 O -0.61
52 C -0.06
53 O 0.38
54 C -0.14
55 C -0.46
56 C -0.94
57 C 0.94
58 O -0.50
59 C -0.24
60 O -0.51
61 C 1.09
62 C -0.99
63 H 0.52
64 H 0.41
65 H 0.23
66 H 0.23
67 H 0.29
68 C -1.15
69 Te 0.58
70 C -1.25
71 H 0.36
72 H 0.36
73 H 0.34
74 H 0.36
75 H 0.24
76 H 0.42

=====

This record from OMol25 describes a molecular structure, C24H38As3MnN4S. The level of theory is ωB97M-V with the def2-TZVPD basis set.

As for the net charge: +2. The energy above the lowest of the compared OMol25 structures with the same formula, charge and spin comes out at 0.0 kJ/mol. The spin multiplicity is 5. The HOMO-LUMO gap (alpha / beta) is 5.6 / 6.1 eV.

```
71
C24H38As3MnN4S (ωB97M-V with the def2-TZVPD basis set)
Mn -0.4039 0.1314 -0.7998
N 2.9328 2.5708 -1.9863
C 1.7533 2.0189 -1.6808
S 1.7497 0.2541 -1.5303
N 0.7129 2.7894 -1.5370
N -0.4246 2.0756 -1.2645
C -1.5822 2.6551 -1.3196
C -1.7992 4.0681 -1.6549
C -2.6536 4.3935 -2.7077
C -2.8508 5.7208 -3.0486
C -2.2182 6.7212 -2.3235
C -1.3760 6.3978 -1.2680
C -1.1507 5.0735 -0.9418
C -2.7283 1.7643 -1.0111
C -4.0200 2.2355 -0.8523
C -5.0339 1.3341 -0.5561
C -4.7305 -0.0089 -0.4130
C -3.4115 -0.4105 -0.5592
N -2.4320 0.4468 -0.8524
H 3.7411 2.0081 -2.1864
H 2.9668 3.5577 -2.1893
H -3.1444 3.6168 -3.2780
H -3.4957 5.9741 -3.8757
H -2.3788 7.7559 -2.5846
H -0.8880 7.1802 -0.7070
H -0.4764 4.8215 -0.1360
H -4.2257 3.2904 -0.9550
H -6.0488 1.6831 -0.4362
H -5.4901 -0.7403 -0.1835
H -3.1259 -1.4472 -0.4428
C -1.0210 0.3535 3.1562
As 0.2320 0.2846 1.6775
C 1.3140 1.8552 2.0089
C 1.5098 -1.1286 2.1106
C 1.1545 -2.5900 1.7959
C -0.2386 -2.9282 2.3175
C 1.2858 -2.9274 0.3033
As -0.0607 -2.3314 -0.9738
C -1.5629 -3.5453 -0.8047
C 0.6821 -2.8871 -2.6676
C 2.1592 -3.4808 2.5461
As 4.1192 -3.6074 2.1982
C 4.5535 -1.9610 1.2123
C 4.1101 -4.8132 0.6457
H -0.4688 0.2645 4.0942
H -1.7546 -0.4467 3.0909
H -1.5342 1.3163 3.1351
H 1.7221 1.7932 3.0205
H 0.6981 2.7497 1.9188
H 2.1295 1.9006 1.2877
H 1.6906 -1.0286 3.1875
H 2.4363 -0.8350 1.6017
H -1.0244 -2.3220 1.8483
H -0.2994 -2.7552 3.3935
H -0.4793 -3.9782 2.1430
H 1.2841 -4.0193 0.1782
H 2.2417 -2.5669 -0.0973
H -1.1394 -4.5540 -0.7965
H -2.2169 -3.4432 -1.6713
H -2.1207 -3.3920 0.1158
H 0.8921 -3.9580 -2.6015
H 1.6015 -2.3389 -2.8711
H -0.0373 -2.7010 -3.4641
H 1.8342 -4.5243 2.4602
H 2.0816 -3.2406 3.6115
H 4.4986 -1.0930 1.8682
H 3.9602 -1.7871 0.3138
H 5.5947 -2.0730 0.9083
H 3.6003 -5.7389 0.9109
H 5.1459 -5.0637 0.4196
H 3.6591 -4.3896 -0.2507
```

In elementary charge units, the Mulliken charges are:
1 Mn -0.38
2 N -0.38
3 C 0.64
4 S -0.43
5 N -1.20
6 N 0.89
7 C 0.60
8 C -0.17
9 C -0.25
10 C -0.84
11 C -0.47
12 C -0.81
13 C -0.07
14 C 0.85
15 C -0.60
16 C -0.66
17 C -0.93
18 C 0.08
19 N -0.06
20 H 0.21
21 H 0.25
22 H 0.57
23 H 0.42
24 H 0.43
25 H 0.43
26 H 0.44
27 H 0.57
28 H 0.49
29 H 0.48
30 H 0.32
31 C -1.34
32 As 1.27
33 C -1.26
34 C -1.14
35 C 2.02
36 C -1.72
37 C -0.99
38 As 0.93
39 C -1.47
40 C -1.29
41 C -2.06
42 As 0.32
43 C -1.02
44 C -1.02
45 H 0.44
46 H 0.40
47 H 0.44
48 H 0.48
49 H 0.38
50 H 0.32
51 H 0.65
52 H -0.04
53 H -0.05
54 H 0.42
55 H 0.46
56 H 0.96
57 H -0.33
58 H 0.47
59 H 0.48
60 H 0.44
61 H 0.43
62 H 0.44
63 H 0.44
64 H 0.57
65 H 0.55
66 H 0.33
67 H 0.23
68 H 0.47
69 H 0.34
70 H 0.41
71 H 0.21